one | {
  "formula": "C6H9NS",
  "method": "ωB97M-V with the def2-TZVPD basis set",
  "homo_lumo_gap_ev": [7.77, 7.58],
  "elements": ["C", "C", "C", "C", "C", "C", "N", "S", "H", "H", "H", "H", "H", "H", "H", "H", "H"],
  "positions_angstrom": [[0.90560, 0.80474, 0.19326], [-0.68973, -0.91660, 0.49887], [1.90419, 1.47415, 0.78122], [-1.04344, -1.98503, 1.23031], [-1.51453, 1.68746, -0.40208], [0.71328, -0.97080, -1.29394], [0.57039, -0.48528, 0.01652], [-2.04508, 0.07382, -0.27647], [2.66738, 1.05305, 1.38342], [2.06689, 2.59417, 0.57812], [-2.11993, -2.10876, 1.24433], [-0.29002, -2.63380, 1.84444], [-1.70084, 2.34658, 0.50137], [-1.88555, 2.20451, -1.32884], [1.74292, -1.37044, -1.32082], [-0.05566, -1.61517, -1.58590], [0.77413, -0.15260, -2.06379]],
  "mulliken_charge": [0.2063, 0.3697, -0.8440, -0.7723, -0.6203, -0.9894, 0.0239, -0.0871, 0.3335, 0.2230, 0.2400, 0.2534, 0.2553, 0.2888, 0.3239, 0.4576, 0.3376]
}

=====

two | {
  "formula": "C6H9NS",
  "method": "ωB97M-V with the def2-TZVPD basis set",
  "homo_lumo_gap_ev": 7.46,
  "elements": ["C", "C", "C", "C", "C", "C", "N", "S", "H", "H", "H", "H", "H", "H", "H", "H", "H"],
  "positions_angstrom": [[-0.00226, 1.89035, -0.24868], [-1.24682, 1.93295, 0.24539], [0.65594, 1.04726, -1.12422], [-1.72437, -0.83328, 0.09221], [1.85850, -0.77746, 0.54117], [1.63753, 0.05451, -0.86357], [-2.38232, -1.95796, 0.08860], [-2.55978, 0.61212, -0.00075], [0.67607, 2.78456, -0.29031], [-1.62164, 2.86404, 0.61358], [2.35655, -0.17212, 1.33792], [2.42252, -1.74368, 0.42368], [0.83936, -0.98953, 1.01045], [1.87962, -0.65109, -1.71084], [2.58136, 0.66813, -0.90483], [-1.94518, -2.72770, 0.49942], [-3.42508, -2.00110, 0.29078]],
  "mulliken_charge": [0.0405, -0.4990, -0.3563, -0.1087, -0.8290, -0.2900, -0.3317, -0.1998, 0.2543, 0.3659, 0.2920, 0.3098, 0.2111, 0.3521, 0.3221, 0.2423, 0.2245]
}

=====

Computed relative energies in units of kJ/mol: one 0.0; two 59.9

=====

one | {
  "formula": "C6H9NS",
  "method": "ωB97M-V with the def2-TZVPD basis set",
  "homo_lumo_gap_ev": 9.17,
  "elements": ["C", "C", "C", "C", "C", "C", "H", "H", "H", "H", "H", "H", "H", "H", "H", "N", "S"],
  "positions_angstrom": [[0.96442, -0.77348, 1.65894], [0.76530, -0.25748, 0.26427], [0.96655, -1.36209, -0.82462], [-0.73023, -0.34101, -0.16627], [1.50363, 1.00020, -0.06484], [1.06731, 2.16312, -0.55129], [0.52007, -1.73879, 1.72813], [0.40684, -0.13353, 2.37821], [2.04621, -0.75173, 1.86584], [1.43402, -2.34003, -0.55745], [1.52085, -0.93061, -1.66966], [-1.25186, -1.81652, -1.50434], [2.61153, 0.88274, 0.06114], [1.76943, 2.91266, -1.01344], [0.00162, 2.38625, -0.58692], [-0.49774, -1.41988, -0.97244], [-2.04978, 0.55582, 0.26303]],
  "mulliken_charge": [-1.5380, 1.7290, -0.7784, -0.3395, -0.6965, -0.6249, 0.4452, 0.2988, 0.3933, 0.3046, 0.3351, 0.2223, 0.2495, 0.2255, 0.1997, -0.1335, -0.2922]
}

=====

two | {
  "formula": "C6H9NS",
  "method": "ωB97M-V with the def2-TZVPD basis set",
  "homo_lumo_gap_ev": 8.60,
  "elements": ["C", "C", "C", "C", "C", "C", "H", "H", "H", "H", "H", "H", "H", "H", "H", "N", "S"],
  "positions_angstrom": [[2.25834, -0.69167, 0.58883], [1.38252, -0.42475, -0.62740], [-0.07983, -0.12389, -0.25473], [-1.14808, -0.93481, -0.15888], [-2.41474, -0.14583, -0.00937], [-0.56049, 1.29076, -0.00665], [2.23451, 0.21318, 1.22555], [3.30915, -0.83542, 0.30014], [1.90983, -1.53827, 1.18476], [1.47244, -1.27827, -1.37799], [1.78475, 0.46295, -1.16956], [-1.09865, -1.97507, -0.26431], [-2.67417, 1.83768, 0.31966], [-0.23134, 1.98823, -0.77181], [-0.18312, 1.68272, 0.95203], [-2.00489, 1.17156, 0.00912], [-3.95623, -0.69908, 0.06061]],
  "mulliken_charge": [-1.0514, -0.6373, 0.3743, -0.3965, -0.2373, -0.3958, 0.2952, 0.3308, 0.3136, 0.3183, 0.2755, 0.5219, 0.2141, 0.2944, 0.2561, -0.1175, -0.3581]
}

=====

Computed relative energies in units of kJ/mol: one 124.8; two 0.0

=====

one | {
  "formula": "C2H2O3",
  "method": "ωB97M-V with the def2-TZVPD basis set",
  "homo_lumo_gap_ev": 9.72,
  "elements": ["C", "C", "O", "O", "O", "H", "H"],
  "positions_angstrom": [[-0.93754, 0.01124, 0.63644], [0.68533, -0.09886, -0.64277], [-2.05378, -0.29979, 0.42472], [1.88242, 0.52311, -0.21947], [1.62025, -0.87917, -0.07791], [-0.62971, 0.55130, 1.41758], [0.32223, -0.32281, -1.70379]],
  "mulliken_charge": [0.0492, 0.1517, -0.3518, -0.2513, -0.2298, 0.3480, 0.2840]
}

=====

two | {
  "formula": "C2H2O3",
  "method": "ωB97M-V with the def2-TZVPD basis set",
  "homo_lumo_gap_ev": 9.15,
  "elements": ["C", "C", "O", "O", "O", "H", "H"],
  "positions_angstrom": [[-0.31077, 0.67978, -1.31686], [0.80795, -1.43819, 1.15902], [-0.02842, -0.83210, 1.70994], [-0.91709, 1.47999, -0.53698], [1.48438, -2.14202, 0.55775], [-1.74014, 0.97257, -0.04483], [0.70409, 1.27996, -1.52804]],
  "mulliken_charge": [-0.1966, 0.7154, -0.3933, -0.3086, -0.3178, 0.3996, 0.1013]
}

=====

three | {
  "formula": "C2H2O3",
  "method": "ωB97M-V with the def2-TZVPD basis set",
  "homo_lumo_gap_ev": 10.29,
  "elements": ["C", "C", "O", "O", "O", "H", "H"],
  "positions_angstrom": [[-0.28441, -1.01360, 0.91738], [-0.12143, 1.43865, -0.65401], [-0.83743, -0.41711, 0.02449], [0.09484, 1.49900, -1.93834], [1.08920, 1.05290, -1.02654], [0.76818, -0.64205, 1.18552], [-0.70896, -1.91779, 1.49151]],
  "mulliken_charge": [-0.0145, 0.1848, -0.3133, -0.1370, -0.1532, 0.1786, 0.2547]
}

=====

Computed relative energies in units of kJ/mol: one 359.5; two 0.0; three 397.6